# 1
Density functional theory data (ωB97M-V/def2-TZVPD) for a cluster of 2 separate species, C2H10N3O in total.

Structure (ORCA input):
```
! RIJCOSX wB97M-V def2-TZVPD def2/J DEFGRID3
* xyz 2 2
N -1.27422 -0.11860 -0.65724
C -0.41606 0.41930 -1.57040
N 0.88656 0.18100 -1.51232
N -0.90869 1.13130 -2.57798
H -0.90795 -0.30110 0.27573
H -2.20421 0.27619 -0.70305
H 1.52508 0.52425 -2.21467
H 1.27528 -0.40042 -0.79764
H -0.39283 1.19104 -3.44818
H -1.90173 1.05760 -2.76855
C 0.35186 -0.62964 2.38857
O 1.15982 -0.96472 3.49075
H 0.06944 0.43209 2.34497
H 0.87488 -0.83385 1.44378
H -0.50297 -1.32461 2.36287
H 1.55807 -0.10080 3.79112
*
```

Values from the calculation:
Frontier orbital gap (spin up / spin down): 11.612 / 4.867 eV
LUMO level (spin up / spin down): -7.6 / -14.3 eV
<S²>: 0.754
E_tot: -8733.8826 eV
Energy above the lowest of the compared OMol25 structures with the same formula, charge and spin: 99.20 kJ/mol



# 2
Density functional theory data (ωB97M-V/def2-TZVPD) for an isolated molecule of C2H10N4.

Structure (ORCA input):
```
! RIJCOSX wB97M-V def2-TZVPD def2/J DEFGRID3
* xyz 0 1
C 2.22369 -0.75487 0.28175
N 1.12318 -0.38733 -0.58749
N -0.06638 0.22769 0.30318
N -0.08163 1.60691 0.25907
C -1.05520 -0.41418 -0.48558
N -2.36986 -0.09544 0.35007
H 1.89338 -1.57750 0.91716
H 3.06188 -1.10474 -0.32412
H 2.56320 0.06786 0.92298
H 1.42036 0.34980 -1.23046
H -0.45459 2.00982 -0.60346
H -0.54498 1.98842 1.07281
H -1.23593 0.01790 -1.47961
H -0.92862 -1.49885 -0.46652
H -3.20463 0.12229 -0.18359
H -2.34385 -0.55775 1.25382
*
```

Values from the calculation:
Frontier orbital gap: 9.924 eV
LUMO level: 1.2 eV
E_tot: -8193.5329 eV
SMILES string: CNN(N)CN
Energy above the lowest of the compared OMol25 structures with the same formula, charge and spin: 318.65 kJ/mol



# 3
Density functional theory data (ωB97M-V/def2-TZVPD) for a cluster of 2 separate species, C2H10N4 in total.

Structure (ORCA input):
```
! RIJCOSX wB97M-V def2-TZVPD def2/J DEFGRID3
* xyz 1 2
N 1.44023 -0.07813 1.46472
C 1.73424 0.42801 0.12713
N 1.63749 -0.52772 -0.92621
H 0.53080 -0.46610 1.66868
H 2.15227 -0.76113 1.68049
H 2.74172 0.77963 0.36176
H 1.10731 1.29239 -0.12765
H 2.31854 -0.49744 -1.68139
H 0.76141 -1.02119 -1.11463
N -1.90505 -0.29949 -1.23873
C -1.89060 0.20048 0.06074
N -2.89245 0.44009 0.78795
H -1.19710 0.20648 -1.75802
H -2.77636 -0.29475 -1.75114
H -1.05048 -0.11986 0.70467
H -2.71197 0.71872 1.74162
*
```

Values from the calculation:
Frontier orbital gap (spin up / spin down): 9.630 / 4.182 eV
LUMO level (spin up / spin down): -3.5 / -9.0 eV
<S²>: 0.757
E_tot: -8186.3351 eV
Energy above the lowest of the compared OMol25 structures with the same formula, charge and spin: 51.50 kJ/mol



# 4
Density functional theory data (ωB97M-V/def2-TZVPD) for a cluster of 2 separate species, C2H10N4 in total.

Structure (ORCA input):
```
! RIJCOSX wB97M-V def2-TZVPD def2/J DEFGRID3
* xyz 2 1
C -0.54604 -0.20570 -0.83980
C 0.64581 -0.13367 3.09618
N -0.30463 0.56852 -2.06827
N -0.71191 0.42928 0.31711
N -0.32433 0.00094 -3.23338
N 0.96298 -0.07350 1.77828
H -1.44819 -0.71105 -1.16728
H 0.27749 -0.92558 -0.69879
H 0.03538 0.70798 3.31757
H 0.42220 -1.16631 3.68646
H 1.61134 0.15235 3.44244
H -0.52584 1.62043 -2.10806
H -0.98951 1.34264 0.41610
H -0.27782 -1.00828 -3.13326
H 0.05683 0.36488 -4.15883
H 1.11625 -0.96291 1.35354
*
```

Values from the calculation:
Frontier orbital gap (spin up / spin down): 5.208 / 5.144 eV
LUMO level (spin up / spin down): -12.4 / -12.5 eV
E_tot: -8169.3359 eV
Energy above the lowest of the compared OMol25 structures with the same formula, charge and spin: 911.00 kJ/mol



# 5
Density functional theory data (ωB97M-V/def2-TZVPD) for a cluster of 2 separate species, C2H10N4O2 in total.

Structure (ORCA input):
```
! RIJCOSX wB97M-V def2-TZVPD def2/J DEFGRID3
* xyz 0 1
C 1.24911 1.43698 -0.68514
C 0.46810 0.50826 0.22162
O 0.78427 0.41120 1.41688
N -1.12365 0.91636 0.01913
N -1.88314 0.85188 1.16104
H 0.82840 1.45950 -1.69365
H 2.28921 1.10146 -0.72486
H 1.24933 2.44783 -0.27351
H -1.37856 1.57672 -0.71118
H -1.95210 1.75574 1.63504
H -1.44361 0.20457 1.82305
N 0.78023 -2.31527 0.32984
N 0.50598 -1.33965 -0.63318
O -0.94034 -1.77233 -1.29075
H -0.09649 -2.76680 0.59120
H 1.15729 -1.86550 1.16791
H 1.02177 -1.49442 -1.49987
H -1.51580 -1.11653 -0.85358
*
```

Values from the calculation:
Frontier orbital gap: 8.487 eV
LUMO level: 0.8 eV
E_tot: -12286.4679 eV
SMILES string: CC(=O)NN.NNO
Energy above the lowest of the compared OMol25 structures with the same formula, charge and spin: 563.48 kJ/mol



# 6
Density functional theory data (ωB97M-V/def2-TZVPD) for a cluster of 2 separate species, C2H10N4O2 in total.

Structure (ORCA input):
```
! RIJCOSX wB97M-V def2-TZVPD def2/J DEFGRID3
* xyz 0 1
N -0.11633 -0.95097 1.62472
C 1.13481 -0.64041 1.03540
N 1.40062 -1.43413 -0.08493
O 2.00406 -0.07732 1.66819
H -0.45208 -1.89098 1.47343
H -0.15185 -0.68523 2.59939
H 1.06282 -2.38270 -0.12627
H 2.21346 -1.14501 -0.60389
N -1.78569 0.96342 -0.00788
C -0.84851 1.17928 -1.02274
N -0.77428 0.11288 -1.92705
O 0.64032 1.31720 -0.41305
H -1.92061 1.78313 0.57018
H -1.49603 0.18011 0.58577
H -1.05378 2.11674 -1.54841
H -0.10540 0.32240 -2.65757
H -0.46988 -0.73743 -1.45408
H 0.71834 1.96902 0.28883
*
```

Values from the calculation:
Frontier orbital gap: 9.999 eV
LUMO level: 0.6 eV
E_tot: -12291.8096 eV
SMILES string: NC(N)=O.NC(N)O
Energy above the lowest of the compared OMol25 structures with the same formula, charge and spin: 48.09 kJ/mol



Which value of energy above the lowest of the compared OMol25 structures with the same formula, charge and spin does entry 4 give? 911.00 kJ/mol



E_tot of number 6 (C2H10N4O2)? -12291.8096 eV



Look up the energy above the lowest of the compared OMol25 structures with the same formula, charge and spin of the first one. 99.20 kJ/mol



The highest energy above the lowest of the compared OMol25 structures with the same formula, charge and spin belongs to which entry? number 4